{"formula": "C12H30IO3P2SiSn", "method": "wB97M-V/def2-TZVPD", "species": ["C", "C", "H", "H", "H", "O", "I", "Sn", "P", "C", "C", "H", "H", "H", "H", "H", "H", "C", "H", "H", "H", "P", "C", "C", "H", "H", "H", "C", "H", "H", "H", "H", "H", "H", "C", "O", "C", "Si", "C", "C", "O", "H", "H", "H", "H", "H", "H", "H", "H", "H"], "xyz": [[4.99741, 0.69668, -3.77486], [3.54190, 0.38010, -3.64202], [5.29506, 0.63809, -4.82928], [5.58860, -0.01841, -3.18948], [5.19449, 1.70747, -3.39661], [2.70814, 0.09348, -4.45637], [2.92229, 0.50128, -1.41295], [0.09458, -0.00189, -0.19505], [-0.28119, 2.55744, -0.44253], [-1.97282, 3.01217, -0.94746], [-0.14099, 3.35385, 1.18943], [-0.38470, 4.42109, 1.07708], [0.60392, 4.58735, -1.38198], [0.88656, 3.25203, 1.56464], [1.84576, 3.30038, -1.34346], [-2.70175, 2.64813, -0.20781], [-0.83535, 2.89239, 1.90624], [0.79085, 3.51663, -1.53912], [-2.02633, 4.11199, -1.00421], [0.57802, 3.27342, -2.58515], [-2.20113, 2.58123, -1.93266], [0.86288, -2.46004, 0.14877], [-0.44365, -3.69357, -0.15891], [2.29734, -3.08467, -0.75901], [2.11280, -2.12856, 2.19874], [1.48189, -3.80181, 2.04899], [0.38587, -2.46503, 2.53821], [1.24502, -2.73642, 1.90803], [3.14650, -2.40001, -0.66948], [2.57913, -4.06772, -0.35861], [-0.01995, -4.69302, 0.03392], [-0.78188, -3.63238, -1.20306], [2.05513, -3.19524, -1.82097], [-1.29611, -3.52150, 0.51533], [-1.20047, -0.52962, -2.18338], [-2.17822, -0.81365, -2.72403], [-2.91554, 1.32649, 3.19271], [-2.52956, -0.30198, 2.34086], [-2.21078, -1.68347, 3.57226], [-4.05420, -0.78701, 1.33039], [-1.27152, -0.13432, 1.32861], [-3.79896, 1.17170, 3.83437], [-3.14793, 2.11442, 2.45918], [-2.08295, 1.66538, 3.83074], [-3.10572, -1.78175, 4.20905], [-2.03788, -2.64227, 3.05881], [-1.34824, -1.46472, 4.22292], [-4.29681, -0.00823, 0.59106], [-3.88749, -1.73918, 0.80361], [-4.92823, -0.91304, 1.98803]], "forces_ev_per_a": [[0.2, 0.1, 0.4], [-2.2, -1.1, -4.9], [-0.4, -0.1, 0.2], [-0.1, 0.1, 0.0], [-0.1, -0.2, 0.0], [2.7, 1.1, 3.6], [-0.1, 0.1, 0.7], [-1.3, -0.1, 1.9], [-0.7, 2.2, 0.5], [-0.2, -0.9, -0.2], [0.4, -0.7, 0.4], [0.0, -0.3, -0.2], [-0.2, -0.3, 0.2], [-0.3, 0.1, 0.0], [-0.2, 0.2, 0.0], [0.2, 0.1, -0.2], [0.2, 0.1, -0.2], [0.5, -0.7, -0.4], [0.2, -0.3, 0.0], [0.0, 0.0, 0.1], [-0.1, 0.3, 0.2], [0.2, -2.1, 1.0], [-0.6, 0.7, -0.4], [0.2, 0.7, -0.6], [-0.2, -0.2, 0.0], [-0.1, 0.3, -0.2], [0.2, -0.1, -0.2], [0.0, 0.9, 0.2], [-0.1, -0.2, 0.1], [-0.3, 0.2, 0.1], [0.0, 0.4, -0.1], [0.0, -0.2, 0.3], [0.0, 0.0, 0.1], [0.2, -0.1, -0.2], [-4.7, -1.3, -2.2], [4.3, 1.2, 2.1], [0.5, -0.2, -0.1], [-2.9, -0.5, 1.6], [0.4, 0.3, -0.1], [0.5, 0.1, -0.1], [3.6, 0.4, -3.5], [0.3, 0.2, -0.2], [-0.1, -0.1, 0.3], [-0.3, 0.0, -0.1], [0.3, -0.1, -0.2], [-0.1, 0.2, 0.2], [-0.3, -0.1, -0.1], [-0.1, -0.2, 0.1], [-0.2, 0.2, 0.1], [0.3, 0.0, -0.2]], "mulliken_charge": [-0.9845, 0.6399, 0.3459, 0.3710, 0.3706, -0.3020, -0.0828, 1.1281, 0.6471, -1.1257, -1.0127, 0.4464, 0.4314, 0.4187, 0.3372, 0.2896, 0.1920, -1.1316, 0.4486, 0.3875, 0.4064, 0.6523, -1.1275, -1.1343, 0.4188, 0.4463, 0.1896, -1.0123, 0.3374, 0.4302, 0.4486, 0.4070, 0.3880, 0.2903, 0.3441, -0.0743, -1.0752, 0.0785, -1.0742, -0.9875, -0.1766, 0.3911, 0.2917, 0.3373, 0.3908, 0.2937, 0.3384, 0.2851, 0.2836, 0.3978], "de_lowest_kcal_mol": 2.75, "charge": 3}



{"formula": "C12H30NO2SSi", "method": "wB97M-V/def2-TZVPD", "species": ["C", "C", "S", "C", "Si", "N", "O", "C", "C", "C", "C", "C", "C", "H", "H", "H", "H", "H", "H", "H", "H", "H", "H", "H", "H", "H", "H", "H", "H", "H", "H", "H", "H", "H", "H", "H", "C", "C", "C", "O", "H", "H", "H", "H", "H", "H", "H"], "xyz": [[-3.12477, -3.60402, -1.90271], [-1.66532, -3.53711, -2.33904], [-1.37179, -2.76399, -3.94841], [-1.22758, -0.98380, -3.61470], [-1.97724, -0.12540, -2.12722], [-3.48767, 0.55612, -2.66254], [-0.96146, 1.06299, -1.69508], [-1.26275, 2.39832, -1.32078], [-0.32779, 2.92516, -0.23751], [-0.91400, 4.24915, 0.27427], [-0.02795, 1.93739, 0.90732], [0.98321, 0.84392, 0.58371], [-1.31643, 1.34724, 1.50870], [-3.20392, -3.66492, -0.81404], [-3.62884, -4.47409, -2.33035], [-3.69392, -2.72838, -2.22141], [-1.25977, -4.54302, -2.47681], [-1.03265, -3.05573, -1.59226], [-1.69916, -0.49404, -4.47341], [-0.16712, -0.71735, -3.62881], [-2.15023, -1.03568, -0.97378], [-4.02595, 1.02778, -1.94641], [-4.09895, -0.12032, -3.10491], [-2.30419, 2.46677, -0.97381], [-1.19938, 3.02402, -2.21940], [0.62730, 3.15466, -0.72604], [-0.49982, 4.49640, 1.25378], [-0.69355, 5.08178, -0.39998], [-2.00396, 4.20502, 0.37855], [0.44051, 2.55076, 1.68829], [0.54226, 0.02245, 0.01336], [1.44299, 0.40699, 1.48014], [1.81676, 1.23161, -0.01294], [-2.20785, 1.94491, 1.28117], [-1.26051, 1.27189, 2.59669], [-1.49718, 0.33609, 1.13305], [4.72159, -0.32576, 3.86977], [3.75497, -1.34301, 3.21273], [4.60029, -2.35627, 2.40149], [2.79911, -0.75757, 2.47919], [5.21470, 0.24614, 3.07517], [4.14025, 0.37251, 4.47689], [5.48513, -0.79819, 4.50103], [3.33716, -1.94218, 4.07673], [5.09110, -1.81961, 1.58142], [3.93292, -3.10252, 1.96381], [5.36144, -2.86709, 3.00511]], "forces_ev_per_a": [[-0.2, 0.0, 0.1], [0.2, -0.1, 0.0], [-0.2, 0.1, 0.0], [0.1, 0.0, -0.1], [-0.2, -0.2, 0.0], [-0.1, -0.2, 0.2], [0.2, 0.3, -0.1], [-0.2, -0.1, -0.1], [0.1, 0.0, -0.2], [0.0, 0.1, 0.0], [-0.2, 0.0, 0.3], [0.3, -0.2, -0.1], [-0.2, -0.1, 0.1], [0.0, -0.1, 0.0], [0.1, 0.0, 0.0], [0.1, 0.1, 0.0], [-0.1, 0.0, 0.1], [-0.1, 0.0, 0.0], [0.1, 0.0, 0.0], [-0.1, 0.0, 0.0], [0.0, 0.0, 0.0], [0.0, 0.0, 0.0], [0.0, 0.1, -0.1], [0.1, -0.1, 0.1], [0.0, 0.1, 0.1], [0.0, -0.1, 0.1], [0.0, 0.0, -0.1], [0.0, -0.1, 0.0], [0.1, -0.1, 0.1], [0.0, 0.0, -0.1], [0.0, 0.1, 0.0], [-0.1, 0.0, 0.0], [-0.1, 0.1, 0.0], [0.1, 0.0, 0.0], [0.1, 0.0, -0.1], [0.0, 0.1, 0.0], [-0.1, 0.0, -0.1], [0.0, -0.2, 0.2], [-0.1, 0.1, -0.1], [0.0, 0.1, -0.1], [0.0, 0.0, 0.0], [0.0, 0.0, 0.0], [0.0, 0.0, 0.0], [0.1, 0.0, 0.0], [0.0, 0.0, 0.0], [0.0, 0.0, 0.0], [0.0, 0.0, 0.0]], "mulliken_charge": [-0.9393, -0.4971, -0.1350, -0.6703, 0.1467, -0.5659, -0.0320, -0.9682, 0.3887, -1.6401, 0.7533, -1.3777, -1.4662, 0.2685, 0.3601, 0.2050, 0.3585, 0.3259, 0.3742, 0.3996, -0.1243, 0.2031, 0.2314, 0.2386, 0.3540, 0.4097, 0.4116, 0.4052, 0.3322, 0.4101, 0.0081, 0.5967, 0.3187, 0.3409, 0.3686, 0.2337, -1.3455, 0.3504, -1.3268, -0.8158, 0.3045, 0.3016, 0.3932, 0.1184, 0.3043, 0.2956, 0.3931], "charge": -1}



{"formula": "C12H30NO6P", "method": "wB97M-V/def2-TZVPD", "species": ["C", "C", "O", "N", "P", "C", "C", "O", "H", "H", "H", "H", "H", "H", "H", "H", "H", "H", "C", "O", "C", "C", "O", "C", "H", "H", "H", "H", "H", "H", "H", "H", "H", "H", "C", "O", "C", "C", "O", "C", "H", "H", "H", "H", "H", "H", "H", "H", "H", "H"], "xyz": [[-1.56275, -2.74854, -0.52576], [-0.75226, -3.00441, 0.70687], [0.42685, -2.94253, 0.65058], [-1.49354, -3.34144, 1.86598], [-1.38087, -5.15454, 2.28114], [-1.16648, -2.50386, 2.98279], [0.25211, -2.23160, 3.38410], [-2.04086, -2.05277, 3.61042], [-0.89133, -2.59898, -1.35783], [-2.15828, -1.84730, -0.43014], [-2.17955, -3.59915, -0.78784], [-0.58261, -4.88453, 3.41631], [-2.77194, -5.17173, 2.48398], [-0.77085, -5.35690, 1.01824], [-1.27000, -6.57197, 2.55332], [0.90098, -2.97693, 2.94242], [0.59570, -1.26662, 3.04562], [0.41983, -2.27846, 4.45052], [1.22898, 3.91600, 1.17683], [1.90230, 3.33839, 0.07061], [3.04483, 2.57998, 0.44231], [2.74840, 1.09590, 0.45342], [1.81445, 0.75221, 1.46633], [0.49919, 0.59457, 0.96581], [0.25053, 4.24976, 0.83427], [1.09095, 3.19807, 1.98809], [1.78699, 4.78198, 1.54871], [3.42730, 2.90334, 1.41492], [3.81897, 2.77717, -0.30615], [3.67292, 0.55224, 0.67115], [2.39037, 0.77262, -0.52916], [0.41411, -0.35559, 0.42814], [0.21376, 1.41887, 0.30815], [-0.18617, 0.57840, 1.81335], [-0.23831, 3.52594, -3.39485], [0.31329, 2.25816, -3.70880], [0.65855, 1.50186, -2.55813], [-0.38628, 0.45189, -2.23957], [-1.62124, 1.03742, -1.85055], [-2.58435, 1.04945, -2.89008], [-0.70143, 3.92062, -4.29826], [-0.99717, 3.45615, -2.61227], [0.55158, 4.21298, -3.07360], [0.82150, 2.15878, -1.69701], [1.60485, 0.99581, -2.77807], [-0.03491, -0.14122, -1.39083], [-0.52760, -0.22383, -3.08888], [-3.00510, 0.04751, -3.03047], [-2.15991, 1.40157, -3.83265], [-3.38548, 1.72522, -2.59350]], "forces_ev_per_a": [[0.1, 0.0, -0.4], [-2.1, -0.1, -0.5], [2.6, 0.1, 0.2], [0.5, 0.4, -0.2], [0.0, -0.7, 0.2], [1.7, -0.6, -1.0], [0.9, -0.9, -0.4], [-2.9, 1.2, 2.1], [0.3, 0.1, -0.2], [-0.4, 0.0, 0.2], [-0.5, -0.1, 0.2], [-0.1, 0.1, -0.2], [0.2, 0.0, 0.0], [-0.2, 0.1, 0.1], [-0.1, 0.0, 0.0], [0.3, 0.0, -0.2], [0.0, 0.3, -0.2], [-0.5, 0.1, 0.4], [0.0, 0.1, 0.0], [0.0, 0.0, 0.2], [0.0, 0.1, -0.3], [0.1, -0.1, 0.3], [-0.1, 0.1, -0.1], [0.0, 0.0, 0.2], [0.0, 0.0, -0.1], [0.0, 0.0, 0.0], [0.0, 0.0, 0.1], [0.0, 0.0, 0.0], [0.0, 0.0, 0.0], [0.0, 0.0, 0.0], [0.0, 0.0, 0.0], [0.0, 0.1, 0.1], [0.0, 0.0, 0.0], [0.0, 0.0, 0.0], [0.1, 0.0, -0.1], [-0.2, 0.0, 0.1], [0.0, -0.1, -0.2], [0.0, 0.0, 0.2], [0.0, 0.0, -0.1], [0.0, 0.0, 0.1], [0.0, 0.0, 0.0], [0.0, 0.0, 0.0], [-0.1, 0.0, 0.1], [0.0, 0.0, -0.1], [0.0, 0.0, 0.0], [0.0, 0.0, -0.3], [0.0, 0.1, -0.1], [0.0, 0.0, -0.1], [0.0, 0.0, 0.0], [0.0, 0.0, 0.1]], "mulliken_charge": [-1.2800, 0.6313, -0.5445, -0.1050, 0.0330, 0.3626, -0.6979, -0.5167, 0.3682, 0.2431, 0.4211, 0.0926, 0.1103, 0.1185, 0.0755, 0.2992, 0.0339, 0.3731, -0.8142, -0.3174, -0.5972, -0.2595, -0.4212, -0.2004, 0.2609, 0.3667, 0.2797, 0.4019, 0.3698, 0.4335, 0.0671, -0.1935, 0.3596, 0.3564, -0.6984, -0.4468, -0.2460, -0.0794, -0.3473, -0.8410, 0.2591, 0.2889, 0.2842, 0.1119, 0.3388, -0.1778, 0.5123, 0.3014, 0.3660, 0.2637], "de_lowest_kcal_mol": 0.00}



{"formula": "C12H30O6", "method": "wB97M-V/def2-TZVPD", "species": ["C", "O", "C", "C", "O", "C", "H", "H", "H", "H", "H", "H", "H", "H", "H", "H", "C", "O", "C", "C", "O", "C", "H", "H", "H", "H", "H", "H", "H", "H", "H", "H", "C", "O", "C", "C", "O", "C", "H", "H", "H", "H", "H", "H", "H", "H", "H", "H"], "xyz": [[-1.46356, -0.50513, 2.62496], [-2.23050, 0.41402, 1.85289], [-1.60807, 1.59083, 1.39872], [-0.37174, 1.37813, 0.55634], [0.68830, 0.88592, 1.35575], [1.80600, 0.50346, 0.59595], [-0.77942, 0.01553, 3.29771], [-0.86252, -1.15462, 1.98538], [-2.19306, -1.09117, 3.17790], [-1.40124, 2.26695, 2.23927], [-2.34536, 2.07215, 0.75134], [-0.06836, 2.32065, 0.07742], [-0.60530, 0.66160, -0.24617], [2.37945, 1.37217, 0.25519], [1.48922, -0.07930, -0.28060], [2.43055, -0.14230, 1.21145], [8.37783, 1.21003, -1.27981], [6.98120, 1.24970, -1.24779], [6.40999, -0.02668, -1.42203], [4.92452, 0.06390, -1.65485], [4.46597, 0.58231, -2.88928], [5.09586, 1.75782, -3.33991], [8.79553, 0.54174, -0.51479], [8.75020, 2.21484, -1.07906], [8.75379, 0.90331, -2.26589], [6.57369, -0.62680, -0.51585], [6.88723, -0.55392, -2.26323], [4.43041, 0.56308, -0.80759], [4.53814, -0.96045, -1.63507], [4.53073, 2.13957, -4.18834], [6.13311, 1.59546, -3.65068], [5.12216, 2.54392, -2.57409], [-5.20021, 0.12482, 1.42777], [-6.51477, -0.34093, 1.18687], [-6.76327, -1.60742, 1.73105], [-6.11361, -2.76111, 0.98304], [-6.56336, -2.94596, -0.34241], [-6.14321, -2.00479, -1.29166], [-4.44323, -0.41685, 0.86302], [-4.97015, 0.08556, 2.50097], [-5.16431, 1.18122, 1.16378], [-7.84744, -1.75664, 1.67669], [-6.48475, -1.65877, 2.79433], [-6.32537, -3.70045, 1.49470], [-5.01239, -2.65612, 0.99094], [-6.46252, -2.36745, -2.26734], [-5.05047, -1.87153, -1.29108], [-6.57567, -1.01030, -1.14588]], "forces_ev_per_a": [[0.0, 0.4, -0.2], [-0.1, -0.3, -0.1], [0.1, 0.1, 0.0], [0.2, -0.1, 0.0], [-0.2, 0.0, 0.1], [-0.1, -0.2, -0.2], [-0.1, 0.0, 0.1], [0.0, 0.0, 0.0], [0.1, -0.1, 0.1], [0.1, -0.1, 0.0], [0.0, 0.1, 0.1], [-0.1, 0.0, 0.0], [0.0, 0.0, 0.1], [0.0, 0.0, 0.0], [0.1, 0.1, 0.0], [0.1, 0.1, 0.1], [0.5, 0.2, 0.0], [-0.2, 0.0, 0.1], [0.1, 0.0, -0.2], [-0.7, -0.4, 0.2], [0.3, -0.2, 0.0], [0.2, 0.6, 0.1], [-0.1, -0.1, -0.1], [-0.1, 0.0, 0.0], [-0.1, -0.1, 0.1], [0.0, -0.1, -0.1], [0.0, 0.1, 0.0], [0.2, 0.3, -0.1], [0.1, 0.0, 0.0], [-0.1, -0.2, 0.0], [-0.1, -0.1, 0.0], [-0.1, -0.1, 0.0], [-0.2, 0.3, 0.4], [0.2, 0.3, 0.0], [-0.6, -0.6, -0.1], [0.7, 0.1, -0.2], [-0.4, -0.2, 0.3], [0.2, 0.6, -0.3], [0.0, 0.0, 0.0], [0.1, -0.2, -0.1], [-0.1, -0.1, -0.2], [0.1, 0.1, 0.0], [0.1, 0.1, 0.0], [-0.1, 0.1, 0.1], [-0.2, 0.1, -0.1], [0.1, -0.1, 0.0], [0.0, -0.2, 0.0], [-0.1, -0.1, 0.1]], "mulliken_charge": [-0.6899, -0.2353, -0.5660, -0.5723, -0.3128, -0.8691, 0.3178, 0.2394, 0.2328, 0.3191, 0.3101, 0.4305, 0.3641, 0.2989, 0.3967, 0.3385, -0.7640, -0.3092, -0.6030, -0.1960, -0.3824, -0.5796, 0.2923, 0.2540, 0.3233, 0.4466, 0.3654, 0.0457, 0.3662, 0.2613, 0.2037, 0.2760, -0.6716, -0.4163, -0.4745, -0.4328, -0.3861, -0.5709, 0.2683, 0.3283, 0.2621, 0.3185, 0.3874, 0.3477, 0.2943, 0.2667, 0.2337, 0.2422], "de_lowest_kcal_mol": 37.47}



Number 1: HOMO-LUMO gap 5.508 eV. Number 2: HOMO-LUMO gap 5.076 eV. Number 3: HOMO-LUMO gap 9.677 eV. Number 4: HOMO-LUMO gap 9.779 eV.